Here is a gas-phase ion, C8H10N3 (charge +1) at a distorted geometry from the Open Molecules 2025 dataset. Energies are from ωB97M-V with the def2-TZVPD basis set.

SMILES: C=N/C(=[NH+]\C)c1ccccn1
frontier orbital gap: 8.7 eV
HOMO energy: -13.6 eV
max |F|: 7.79 eV/Å
charge: +1

XYZ file:
```
21
Properties=species:S:1:pos:R:3:forces:R:3
C 0.72155 -0.05930 -0.16303 0.46 0.63 0.78
C -2.88047 -1.39163 0.39269 0.69 -1.80 1.27
N -1.42856 -1.34981 0.40237 0.93 6.80 -3.69
H 0.71600 1.81582 0.83858 0.36 0.43 0.07
N 1.33354 -1.14711 -0.58372 0.14 0.54 0.39
C 3.42667 -0.09961 -0.05926 1.12 1.10 -0.36
H 2.96914 -2.08168 -0.94172 1.36 -0.02 0.30
H 3.43405 1.93030 0.66535 -1.65 -1.26 -0.19
C 2.74319 1.05438 0.38491 2.03 0.81 0.48
H -2.03781 2.75488 -0.01695 -0.83 1.91 0.53
C 1.35650 1.05088 0.43411 0.33 -0.57 -0.89
H -2.77819 2.02788 -1.55590 -0.53 -0.27 -1.30
H -3.38272 -0.74594 1.12787 0.22 -0.27 -0.05
H -3.10307 -1.08959 -0.59014 -1.05 0.14 -1.18
H -3.13282 -2.49216 0.55901 -0.07 1.62 -0.29
H 4.53382 -0.16316 -0.23815 -1.24 0.37 0.67
C 2.68509 -1.15019 -0.48217 -2.46 -1.64 -1.33
C -2.15530 1.98042 -0.71198 1.55 -0.88 1.75
C -0.74221 -0.03627 -0.14287 -3.07 -4.43 2.60
H -0.85716 -1.85650 0.98974 1.40 -1.21 1.42
N -1.42124 1.04840 -0.30873 0.31 -1.99 -0.99
```
Forces are in eV/Å.

These are the Löwdin partial charges, in e, on atoms 1 to 5: -0.2633 -0.0848 0.0504 0.1112 0.1280

Here is a single C5H10O molecule at a distorted geometry from the Open Molecules 2025 dataset. Energies are from ωB97M-V with the def2-TZVPD basis set.

SMILES: C[C@H]1C[C@]1(C)O
frontier orbital gap: 9.2 eV
HOMO energy: -8.3 eV
max |F|: 1.67 eV/Å

XYZ file:
```
16
Properties=species:S:1:pos:R:3:forces:R:3
H -1.15980 -0.23271 1.41908 -0.43 0.17 0.12
O -1.23589 -1.58139 -0.64906 0.17 -0.19 0.02
H 1.44208 0.58110 1.41861 -0.09 0.08 0.05
C -0.34452 -0.47754 -0.54196 0.34 0.23 0.49
C -1.09566 0.77660 -0.88553 -0.55 0.12 0.51
H 1.72012 -0.01363 -0.95458 0.01 -0.08 -0.06
H -1.21189 1.49828 -0.00705 0.63 0.68 -1.39
H 0.30114 1.75794 2.08810 -0.10 -0.16 -0.13
H -0.78800 -2.34871 -0.26773 -0.11 0.09 -0.13
H 1.11869 -1.45954 -1.80957 -0.05 0.16 0.00
H 0.87183 1.91690 0.41810 -0.19 -0.30 0.09
C 0.56341 1.19295 1.18731 -0.05 -0.12 0.05
C 1.06632 -0.88191 -0.88452 0.11 0.07 -0.12
H -2.11013 0.50005 -1.16447 -0.12 -0.20 0.37
H 1.42288 -1.51793 -0.05848 0.09 0.09 -0.24
C -0.56058 0.28952 0.69175 0.35 -0.65 0.34
```
Forces are in eV/Å.

These are the Löwdin partial charges, in e, on atoms 1 to 5: 0.1383 -0.0156 0.0776 -0.6142 0.0388

Here is 14 unconnected molecules or ions with the total composition C2H30ClN4O17 at a distorted geometry from the Open Molecules 2025 dataset. Energies are from ωB97M-V with the def2-TZVPD basis set.

frontier orbital gap: 9.3 eV
HOMO energy: -6.9 eV
max |F|: 6.13 eV/Å
charge: -1

XYZ file:
```
54
Properties=species:S:1:pos:R:3:forces:R:3
O 1.52725 -3.49344 1.45007 0.28 -0.41 -0.01
H 0.60269 2.13063 -5.63934 -0.04 0.46 0.14
O 1.35197 -2.43450 4.19905 -0.16 -0.07 0.67
H -0.65995 -3.52148 -4.00694 0.17 0.08 0.15
O 2.42324 0.68402 4.82453 0.29 -0.03 0.46
H 2.16970 -2.74433 3.80975 0.10 0.00 -0.29
C 1.55680 1.41352 -4.10006 0.44 -2.66 -0.81
N 1.31372 1.42065 -2.83280 1.36 -0.53 4.87
H 0.18584 -3.47872 -0.98199 0.52 0.79 0.50
H -2.13589 0.51133 3.14936 0.48 -0.14 -0.29
H -2.56008 -2.05410 -0.10965 0.03 0.25 0.37
O -0.55567 4.31535 1.48527 0.02 0.39 0.04
H 3.09171 -0.32939 1.94158 -0.46 0.24 0.07
O 2.22060 0.55015 -4.64776 0.67 0.62 -0.93
H 0.72136 -2.45292 3.47918 -0.03 0.21 -0.29
O 3.69431 -1.00256 1.62543 0.30 -0.08 -0.26
H 1.19135 -2.00475 -0.90259 -0.04 -0.39 0.28
N 0.60330 -2.65896 -1.39889 1.87 0.60 3.34
H 0.91944 -4.07837 1.90245 -0.18 -0.21 0.11
O 1.85183 3.33657 0.34024 0.17 0.41 -0.19
O 0.80314 0.08065 0.07598 0.33 -0.37 -1.98
H -3.81864 1.39080 -0.30915 -0.14 0.17 0.49
H 0.97727 -2.78067 1.12494 -0.19 0.52 -0.03
H 4.07062 -1.38028 2.42038 0.04 -0.09 0.18
O -4.24427 2.07751 1.39289 -0.72 0.70 -0.42
O 0.91711 0.66208 2.23082 1.79 1.21 2.98
H 0.19030 2.96505 -4.17551 0.21 -0.48 -0.07
O -3.32523 0.99328 -1.02662 -0.36 -0.09 -0.46
H 1.75467 0.67653 4.13955 -0.35 -0.14 -0.40
Cl 0.02263 0.20708 1.25245 1.20 1.60 -1.66
H -0.66035 -4.14646 -2.42232 0.05 0.39 -0.39
H 2.68227 3.09451 -0.06965 0.23 -0.16 -0.07
H 0.95044 2.26664 -2.41758 0.24 -0.50 0.58
H -3.26307 0.60432 4.15569 -0.16 0.03 0.23
O 1.12332 -1.71964 -3.35523 1.09 1.03 -1.78
O -0.49622 -1.02178 1.63284 -1.73 -3.43 0.92
H -3.98354 2.99530 1.46985 0.00 0.22 -0.10
O -1.31161 -0.01744 -2.68654 -0.57 0.26 -0.35
H -0.71616 -0.38632 -2.03415 0.15 -0.11 0.25
O -1.00035 1.16603 1.07586 -1.35 0.92 -0.04
H -1.39655 4.77140 1.45103 -0.20 0.10 -0.03
H -2.82482 -2.93774 -1.31007 -0.06 -0.20 -0.14
H 3.14789 1.18271 4.44716 0.11 0.18 -0.10
O -2.63115 -2.03321 -1.06398 -0.01 -0.13 -0.10
H -0.73591 0.38921 -3.33418 0.35 -0.08 -0.04
H 1.42127 2.50115 0.52173 -0.21 -0.34 0.11
H -2.54934 1.54608 -1.11949 0.34 -0.18 -0.11
O -3.09058 0.51392 3.21851 -0.06 -0.12 0.22
N 0.74253 2.26368 -4.64796 -2.20 3.11 -4.80
H -3.65730 1.61060 1.98761 0.30 -0.61 0.50
H 1.97577 0.81520 -2.36887 -0.37 0.22 0.91
C 0.55931 -2.54838 -2.71600 -0.72 0.39 1.77
H -0.75174 3.48232 1.91404 0.03 -0.48 -0.01
N -0.39546 -3.39309 -3.04068 -2.84 -3.07 -3.98
```
Forces are in eV/Å.

These are the Löwdin partial charges, in e, on atoms 1 to 5: -0.0461 0.1145 -0.0547 0.1139 -0.0598

> HOMO energy of number 1 (C8H10N3)?

-13.6 eV

> Among the records above, which one has the lowest max |F|?

C5H10O

> Among the records above, which one has the highest max |F|?

C8H10N3